(1)
This record from the OMol25 dataset describes a molecular structure, C74H53HgN8O7Se in a non-equilibrium geometry. The level of theory is ωB97M-V with the def2-TZVPD basis set.

XYZ file:
```
144
Properties=species:S:1:pos:R:3:forces:R:3:mulliken_spin:R:1
Hg 0.07228 -0.11470 -0.54728 -0.5 -0.8 0.0 0.005
C 6.16638 -3.64440 6.53892 0.1 0.1 0.1 -0.001
O 5.21818 -4.51350 5.97712 -0.3 -0.2 -0.3 -0.001
C 4.45738 -4.03490 4.91952 -0.2 0.0 0.0 -0.014
C 4.95668 -3.22700 3.90602 0.3 -0.1 0.4 0.010
C 4.11398 -2.75710 2.91742 -0.1 0.0 0.0 -0.013
C 2.74868 -3.05880 2.90642 0.2 -0.2 0.2 -0.026
C 2.29098 -3.95910 3.87122 0.1 0.0 -0.2 -0.015
C 3.12768 -4.44100 4.86002 0.3 0.0 0.2 0.008
C 1.87968 -2.34270 1.95652 -0.7 0.3 -0.2 -0.086
C 0.75328 -1.67270 2.45232 0.6 -0.4 0.2 0.135
C 0.28188 -1.73520 3.80822 -0.2 0.1 0.2 -0.051
C -0.88452 -1.04390 3.84752 0.4 -0.2 0.3 0.113
C -1.09492 -0.51030 2.52612 0.3 0.1 -0.1 -0.061
N -0.09602 -0.89230 1.71642 -0.5 -0.1 0.2 0.006
C -2.12732 0.44290 2.24862 0.0 -0.7 -0.2 0.161
C -1.77922 1.59070 1.47462 0.2 0.4 0.0 0.025
C -2.14852 2.94440 1.77602 -0.2 -0.2 0.1 0.104
C -1.36742 3.75130 1.01202 0.3 0.0 -0.4 0.037
C -0.53652 2.89480 0.21672 -0.2 0.6 0.4 0.084
C 0.50578 3.37520 -0.59008 0.4 -0.4 -0.5 -0.017
C 0.86658 4.79880 -0.34258 0.2 0.1 -0.1 0.004
C 1.93578 5.00670 0.52312 -0.2 0.0 -0.1 -0.011
C 2.31368 6.27120 0.93642 0.2 0.3 0.1 -0.004
C 1.62478 7.37890 0.46322 -0.1 0.0 -0.1 -0.003
O 1.90078 8.68540 0.81212 -0.3 -0.2 -0.3 0.000
C 2.90648 8.91630 1.75912 0.1 0.0 0.1 0.000
C 0.57478 7.18790 -0.43208 0.1 0.3 0.1 0.005
C 0.19838 5.91730 -0.82968 0.1 -0.1 0.0 -0.003
C 1.42718 2.63660 -1.34838 -0.5 0.7 0.3 0.071
N 1.55828 1.28820 -1.34878 0.8 0.3 -0.5 0.076
C 2.66708 0.98710 -2.06848 0.0 -0.3 0.1 -0.106
C 3.25918 -0.28080 -2.12308 -0.3 0.2 -0.4 0.156
C 4.57918 -0.47260 -2.76748 0.0 0.2 0.0 0.025
C 5.68368 0.07690 -2.12538 0.0 -0.1 -0.2 0.028
C 6.97468 -0.26840 -2.47998 0.4 -0.1 -0.1 -0.003
C 7.18548 -1.17340 -3.51278 -0.1 -0.1 0.0 -0.001
O 8.43248 -1.64800 -3.87888 -0.3 0.1 -0.2 0.000
C 9.42508 -1.66040 -2.88558 0.2 0.0 0.1 0.000
C 6.09198 -1.66050 -4.22368 0.3 -0.1 0.0 -0.002
C 4.80458 -1.32120 -3.84758 0.0 0.3 0.1 0.025
C 2.90928 -1.34080 -1.26928 0.0 -0.3 0.5 -0.092
C 3.64028 -2.57880 -1.16708 0.0 0.1 -0.2 0.115
C 3.30618 -3.12370 0.02782 -0.2 0.0 0.3 -0.047
C 2.34778 -2.23470 0.63092 0.3 -0.5 -0.1 0.155
N 2.08048 -1.20990 -0.20538 0.7 -0.1 0.0 0.014
C 3.21578 2.18770 -2.63478 0.0 0.3 -0.1 0.058
C 2.46038 3.21540 -2.16788 0.1 0.0 -0.1 -0.061
N -0.82412 1.59590 0.51862 -0.7 0.5 0.4 0.009
C -3.36012 0.26180 2.98622 -0.1 0.1 0.0 -0.046
C -4.33362 1.24180 3.22762 0.2 0.1 -0.2 0.141
C -5.38312 1.04050 4.10452 -0.5 -0.1 0.4 -0.040
C -5.55052 -0.17770 4.74652 0.1 0.0 -0.2 0.058
O -6.51202 -0.44540 5.70632 0.2 -0.2 -0.1 0.006
C -7.46432 0.54700 5.96172 -0.1 0.0 0.0 0.004
C -4.71162 -1.22800 4.37712 -0.2 0.1 0.2 -0.049
C -3.66732 -1.01560 3.50902 -0.2 0.0 0.0 0.068
H 5.69168 -2.76410 6.99002 0.0 0.0 -0.1 0.000
H 6.91338 -3.30830 5.81502 0.0 0.0 0.0 0.000
H 6.66318 -4.21970 7.31992 0.1 0.1 0.0 0.000
H 6.00178 -2.94800 3.89082 0.0 0.0 0.0 0.001
H 4.51758 -2.11320 2.14972 -0.1 0.1 0.0 -0.004
H 1.26088 -4.28200 3.84522 -0.1 0.0 0.0 -0.004
H 2.76148 -5.12970 5.60832 0.0 0.0 0.1 0.000
H 0.77718 -2.21300 4.63402 0.0 0.0 0.1 -0.004
H -1.50632 -0.86270 4.70582 0.0 0.0 0.1 0.003
H -2.81582 3.27770 2.54322 -0.1 0.0 0.2 0.009
H -1.36192 4.82610 1.01162 0.1 0.1 0.0 -0.005
H 2.46618 4.14100 0.89142 0.0 -0.1 0.1 -0.003
H 3.14198 6.36840 1.62152 0.1 0.1 0.1 0.000
H 2.93958 9.99570 1.90442 0.0 0.0 0.0 0.000
H 3.88478 8.57350 1.40692 0.0 0.0 0.0 0.000
H 2.68238 8.43700 2.71742 0.0 0.0 0.0 0.000
H 0.05918 8.05880 -0.80838 -0.1 0.1 0.0 0.001
H -0.62432 5.79470 -1.52038 -0.1 -0.1 0.0 -0.004
H 5.51708 0.74900 -1.29628 0.0 0.0 0.1 0.001
H 7.80728 0.14640 -1.92988 0.1 0.0 0.0 0.001
H 10.21278 -2.31730 -3.25738 0.0 0.1 0.1 0.000
H 9.04388 -2.04980 -1.93368 0.0 0.0 -0.1 0.000
H 9.85158 -0.66530 -2.71238 0.0 0.0 0.0 0.000
H 6.26458 -2.34330 -5.04408 0.1 -0.1 0.0 0.001
H 3.95818 -1.74870 -4.36518 -0.1 -0.1 0.0 0.003
H 4.30738 -2.97940 -1.90888 0.1 0.0 0.0 0.008
H 3.64788 -4.05480 0.44432 0.1 -0.1 0.1 0.001
H 4.07068 2.24150 -3.28498 0.1 0.0 -0.1 0.005
H 2.57998 4.26440 -2.37658 0.0 0.1 0.0 -0.002
H -4.28682 2.19460 2.73262 0.0 0.1 0.0 0.015
H -6.06772 1.85750 4.28542 -0.1 0.1 0.0 -0.002
H -8.08992 0.16200 6.76612 0.0 0.0 0.0 0.000
H -8.09102 0.73800 5.08182 0.0 0.1 0.0 -0.001
H -7.00572 1.48630 6.29382 0.0 0.0 -0.1 0.000
H -4.89992 -2.20900 4.78852 0.0 -0.1 0.0 -0.003
H -3.06302 -1.86070 3.22262 0.0 -0.1 0.0 0.013
O -2.37912 -1.06360 -0.41978 -0.4 -0.3 -0.2 0.024
C -2.57232 -2.42400 -0.80558 1.1 -0.2 -0.4 0.003
C -1.25422 -2.96580 -1.58808 -1.1 0.4 0.6 0.002
O -1.34912 -4.08990 -2.06128 -0.1 -0.7 -0.3 0.000
O -0.28252 -2.19490 -1.60068 0.8 0.5 -0.2 -0.013
C -2.73102 -3.26570 0.43802 -0.2 0.0 0.2 0.001
C -1.59802 -3.63520 1.15582 -0.1 0.0 -0.1 -0.010
C -1.72042 -4.32030 2.34892 0.1 0.0 0.1 0.000
C -2.96902 -4.65710 2.84092 -0.1 -0.1 0.0 0.001
C -4.10102 -4.28640 2.13552 -0.1 -0.1 0.2 0.002
C -3.98552 -3.58360 0.94972 0.1 0.1 0.0 0.001
C -3.71752 -2.51700 -1.76478 -0.3 0.1 -0.1 -0.001
C -4.18392 -1.36760 -2.39818 0.2 -0.1 0.2 -0.001
C -5.24462 -1.43360 -3.27938 -0.2 0.0 -0.2 -0.001
C -5.85702 -2.64770 -3.54218 -0.1 0.0 -0.2 0.000
C -5.37682 -3.80150 -2.94268 -0.1 -0.1 0.0 0.000
C -4.31022 -3.74250 -2.06478 0.1 0.1 -0.1 0.000
H -2.40262 -1.01960 0.54402 0.0 0.2 0.2 -0.008
H -0.62132 -3.37090 0.78062 0.1 0.0 -0.1 0.004
H -0.83242 -4.58300 2.90222 0.1 0.0 0.1 0.000
H -3.05702 -5.19000 3.77812 0.0 -0.1 0.1 0.000
H -5.07982 -4.52930 2.52532 -0.1 0.0 0.0 0.000
H -4.87222 -3.26490 0.41832 0.0 0.0 0.0 0.001
H -3.70402 -0.42570 -2.18498 0.1 0.0 0.1 0.002
H -5.59772 -0.53030 -3.76068 0.0 0.1 0.0 0.000
H -6.69832 -2.69640 -4.22098 -0.1 0.0 -0.1 0.000
H -5.84702 -4.75350 -3.15808 0.0 0.0 0.0 0.000
H -3.92372 -4.64160 -1.60738 0.0 0.0 0.0 0.000
Se -3.60922 3.14820 -7.99608 0.4 -0.4 0.9 0.000
N -4.02942 3.48670 -6.28408 0.5 -0.5 0.5 0.001
C -3.26582 2.70680 -5.51948 -1.0 1.0 -1.4 -0.001
C -3.33392 2.66530 -4.09408 0.2 -0.2 1.4 0.000
C -4.28492 3.39900 -3.37688 0.1 -0.1 -0.1 -0.002
C -4.35402 3.25100 -2.01338 0.1 0.0 0.0 0.000
C -3.45772 2.37100 -1.39388 -0.4 0.3 0.2 -0.032
N -2.52582 1.71450 -2.03528 0.4 -0.3 -0.4 -0.002
C -2.44132 1.83480 -3.36198 -1.2 1.1 0.1 0.002
C -1.46222 1.03580 -4.05428 0.8 -0.7 -1.3 0.011
N -0.58642 0.32550 -3.33118 -0.6 0.4 -0.1 -0.005
C 0.24638 -0.47180 -3.95578 0.3 -0.3 -0.3 0.013
C 0.24908 -0.65310 -5.34458 0.0 0.1 0.0 -0.003
C -0.61412 0.09200 -6.11038 0.0 0.1 0.1 0.001
C -1.47752 0.99040 -5.47298 0.7 -0.7 0.9 0.001
C -2.35982 1.84640 -6.20588 -0.1 0.2 -1.9 0.000
N -2.38052 1.91660 -7.53418 0.0 0.0 0.7 0.000
H -4.96012 4.04720 -3.91898 0.0 0.0 0.0 0.000
H -5.08692 3.78880 -1.42928 0.0 0.0 0.1 0.002
H -3.52662 2.17070 -0.33348 0.1 0.1 0.2 0.023
H 0.93848 -1.01140 -3.32688 0.1 -0.2 0.0 0.002
H 0.92698 -1.36340 -5.79518 0.0 0.0 0.0 0.000
H -0.64762 0.01410 -7.18908 0.0 0.0 0.0 0.000
```
Forces are in eV/Å.

molar mass = 1445.84 g mol⁻¹
multiplicity = 2
maximum force = 0.0389 Eh/bohr
energy above the lowest of the compared OMol25 structures with the same formula, charge and spin = 19.5 kcal per mole
total charge = -2
expectation value of S² = 0.893

***

(2)
This record from the OMol25 dataset describes C6H11N in the gas phase in a non-equilibrium geometry. The level of theory is ωB97M-V with the def2-TZVPD basis set.

XYZ file:
```
18
Properties=species:S:1:pos:R:3:forces:R:3:mulliken_charge:R:1
C 0.19528 -2.68144 -0.08242 0.0 0.0 0.0 -1.359
C 0.31671 -1.24247 0.40858 0.1 0.0 0.1 -0.470
C -0.32297 -0.15783 -0.46913 0.0 0.0 0.0 -0.647
C 0.24746 1.25201 -0.15673 0.0 0.0 0.0 0.670
C -0.71280 2.41285 -0.44896 -0.1 0.0 0.0 -1.513
C 0.68942 1.35174 1.24639 0.3 0.0 1.0 0.117
N 1.04214 1.42473 2.34587 -0.4 0.0 -1.0 -0.496
H 0.80966 -3.33006 0.55221 -0.1 0.1 -0.1 0.352
H -0.83286 -3.05622 -0.03725 0.1 0.1 -0.1 0.325
H 0.55476 -2.79146 -1.11191 -0.1 0.0 0.1 0.343
H -0.11297 -1.16639 1.41417 0.1 0.0 -0.1 0.366
H 1.38146 -1.00780 0.52657 -0.1 0.0 0.0 0.378
H -0.13793 -0.36329 -1.53180 0.0 0.0 0.2 0.330
H -1.41337 -0.15030 -0.34085 0.2 0.0 0.0 0.279
H 1.15334 1.38839 -0.76206 -0.1 0.0 0.1 0.190
H -1.01659 2.41292 -1.49995 0.1 -0.1 0.1 0.376
H -1.60945 2.33407 0.17417 0.1 0.0 -0.1 0.365
H -0.23130 3.37055 -0.22691 -0.1 -0.1 -0.1 0.393
```
Forces are in eV/Å.

molar mass = 97.16 g mol⁻¹
maximum force = 0.0211 Eh/bohr
energy above the lowest of the compared OMol25 structures with the same formula, charge and spin = 4.6 kcal per mole
total charge = 0
SMILES = CCC[C@@H](C)C#N

***

(3)
This record from the OMol25 dataset describes a molecular structure, C58H45MnP3S5Si. The level of theory is ωB97M-V with the def2-TZVPD basis set.

XYZ file:
```
113
Properties=species:S:1:pos:R:3:forces:R:3:mulliken_spin:R:1
Mn 0.17938 0.23689 -0.17016 -0.3 -0.6 0.2 1.066
C 3.12722 4.72459 1.85087 0.0 0.0 0.0 0.000
C 1.88567 5.17360 2.28483 0.0 0.0 0.0 -0.001
C 0.75539 4.40596 2.06345 -0.1 0.0 0.0 0.003
C 0.84445 3.18758 1.39203 0.0 0.0 0.1 0.033
C 2.09302 2.74538 0.96765 0.1 -0.2 -0.1 -0.003
C 3.22988 3.50708 1.19813 0.0 0.0 0.0 -0.013
P -0.60369 2.09603 1.13753 0.3 -0.2 -0.1 -0.100
C -1.98086 3.22693 0.72580 0.0 0.0 -0.1 -0.026
C -3.27834 2.81628 1.03478 0.0 0.0 0.0 0.008
C -4.35927 3.63797 0.76181 0.0 0.0 0.0 0.000
C -4.16383 4.86577 0.14474 0.0 0.0 0.0 0.002
C -2.88105 5.27510 -0.18485 0.0 0.0 0.0 -0.002
C -1.79450 4.46418 0.11341 0.0 0.0 0.0 0.005
C -1.02523 1.66378 2.87798 0.0 0.0 -0.1 0.006
C -1.66663 2.54666 3.74879 0.1 0.0 0.0 0.002
C -1.87702 2.18334 5.06525 0.0 0.0 0.1 -0.001
C -1.45733 0.93600 5.51968 0.0 0.0 0.0 0.000
C -0.82732 0.06158 4.65259 0.0 0.0 -0.1 0.003
C -0.59921 0.41085 3.31717 -0.1 0.1 0.1 -0.007
Si 0.20869 -0.65400 1.99492 0.0 0.0 -0.3 -0.028
C 1.99838 -0.97931 2.51640 0.1 0.0 0.0 -0.004
C 2.52223 -0.83766 3.80490 0.0 -0.1 0.0 -0.003
C 3.85665 -1.10280 4.06522 0.0 0.0 0.0 0.001
C 4.69769 -1.53317 3.04329 0.0 0.0 0.1 -0.002
C 4.20510 -1.66922 1.75845 0.0 0.0 -0.1 0.005
C 2.87318 -1.35670 1.49034 -0.1 -0.1 0.0 -0.020
P 2.15370 -1.50715 -0.18923 0.0 0.8 0.1 0.023
C 2.44346 -3.30327 -0.45025 -0.2 0.1 0.0 0.002
C 1.73501 -4.18233 0.37289 0.0 0.0 0.0 -0.003
C 1.93226 -5.54842 0.28351 0.0 0.0 -0.1 0.000
C 2.84796 -6.05822 -0.63004 0.0 0.0 0.0 0.000
C 3.56506 -5.19170 -1.43756 0.0 0.0 0.0 0.000
C 3.36747 -3.81837 -1.34855 0.0 0.0 -0.1 0.001
C 3.33268 -0.68618 -1.31579 0.0 -0.1 0.0 0.008
C 3.15572 -0.86766 -2.68758 0.0 -0.1 0.0 0.001
C 3.93367 -0.17252 -3.59699 0.1 0.0 0.0 0.002
C 4.87969 0.73900 -3.14950 0.0 0.0 0.0 -0.001
C 5.03976 0.95114 -1.78866 0.0 0.0 0.0 -0.001
C 4.27330 0.24042 -0.87574 0.0 0.0 0.0 -0.001
C -0.72367 -2.31077 2.01644 -0.1 0.0 0.2 0.001
C -0.66835 -3.26658 3.03630 0.0 0.0 -0.1 0.003
C -1.39119 -4.44436 2.95150 0.0 0.0 -0.1 0.000
C -2.18899 -4.69562 1.83652 0.0 0.0 0.1 -0.001
C -2.25912 -3.76433 0.81686 0.0 0.0 -0.1 0.001
C -1.53504 -2.57423 0.90991 -0.1 0.0 -0.1 -0.020
P -1.50738 -1.30152 -0.40326 0.1 0.2 0.2 0.031
C -3.16706 -0.55648 -0.47325 0.0 0.0 0.1 -0.062
C -4.29056 -1.07452 0.16293 0.0 -0.1 0.0 -0.005
C -5.53415 -0.49139 -0.03631 0.0 0.0 0.0 0.002
C -5.66560 0.59587 -0.88930 0.0 0.0 0.0 -0.001
C -4.54623 1.13066 -1.50901 0.0 0.0 0.1 0.006
C -3.29858 0.57500 -1.27755 0.1 0.0 0.1 0.066
C -1.48628 -2.28029 -1.95808 0.0 0.1 0.0 0.000
C -2.18880 -1.86990 -3.08956 0.0 0.0 0.0 -0.010
C -2.05686 -2.55712 -4.28840 0.0 0.0 0.1 0.000
C -1.22176 -3.66056 -4.37389 0.0 -0.1 0.0 0.001
C -0.52771 -4.08536 -3.24950 0.0 0.0 0.0 0.002
C -0.66190 -3.39830 -2.05394 0.0 -0.1 0.1 0.006
H 4.00974 5.32607 2.02195 0.0 0.0 0.0 0.000
H 1.79902 6.12310 2.79488 0.0 0.0 0.0 0.000
H -0.20529 4.76570 2.40948 0.0 0.0 0.0 0.000
H 2.19356 1.80158 0.43012 0.0 0.2 0.1 -0.004
H 4.19186 3.15045 0.85451 0.0 0.0 0.0 -0.001
H -3.44852 1.85436 1.50519 0.0 0.0 0.0 0.000
H -5.35721 3.30908 1.01859 0.0 0.0 0.0 0.000
H -5.00950 5.50223 -0.07963 0.0 0.0 0.0 0.000
H -2.71205 6.22692 -0.67072 0.0 0.0 0.0 0.000
H -0.79820 4.81560 -0.12152 -0.1 0.0 0.1 0.001
H -2.01285 3.51067 3.39969 0.0 0.0 0.0 0.000
H -2.37615 2.86742 5.73920 0.0 0.0 0.0 0.000
H -1.63307 0.64827 6.54809 0.0 0.0 0.0 0.000
H -0.52658 -0.91347 5.01627 0.0 -0.1 0.0 0.000
H 1.88091 -0.51004 4.61258 0.0 0.0 0.0 -0.001
H 4.24654 -0.98062 5.06715 0.0 0.0 0.0 0.000
H 5.73594 -1.75546 3.25086 0.0 0.0 0.0 0.000
H 4.85791 -2.00255 0.95987 0.0 0.0 0.0 0.000
H 1.02066 -3.79754 1.08811 0.0 0.0 0.0 -0.005
H 1.36953 -6.21326 0.92526 0.0 0.0 0.0 0.000
H 3.00392 -7.12606 -0.70520 0.0 0.0 0.0 0.000
H 4.28675 -5.57968 -2.14417 0.0 0.0 0.0 0.000
H 3.94267 -3.15784 -1.98464 0.0 0.0 0.0 0.000
H 2.38574 -1.54188 -3.04849 0.0 0.0 0.0 0.000
H 3.78710 -0.32715 -4.65775 0.0 0.0 0.0 0.000
H 5.47850 1.29290 -3.85963 0.0 0.0 0.0 0.000
H 5.76358 1.67268 -1.43370 0.0 0.0 0.0 0.000
H 4.40304 0.42136 0.18319 0.0 0.0 0.0 0.000
H -0.02575 -3.10309 3.89335 0.0 0.0 0.1 0.000
H -1.32779 -5.17727 3.74515 0.0 0.0 0.0 0.000
H -2.74545 -5.62059 1.76300 0.0 0.0 0.0 0.000
H -2.85388 -3.97177 -0.06520 0.0 0.0 0.0 -0.001
H -4.20263 -1.93795 0.80946 0.0 0.0 0.0 0.000
H -6.40328 -0.89963 0.46104 0.0 0.0 0.0 0.000
H -6.63944 1.03653 -1.05585 0.0 0.0 0.0 0.000
H -4.63588 1.99768 -2.14900 0.0 0.0 0.0 0.000
H -2.41570 1.00500 -1.74407 -0.1 -0.1 0.1 -0.001
H -2.83512 -1.00500 -3.04680 0.0 0.0 0.0 0.002
H -2.61210 -2.22713 -5.15561 0.0 0.0 0.0 0.000
H -1.12065 -4.19402 -5.30977 0.0 0.0 0.0 0.000
H 0.11621 -4.95361 -3.29635 0.0 0.0 0.0 0.000
H -0.13442 -3.75577 -1.17998 0.0 0.0 0.0 -0.004
C -0.81533 1.02890 -5.37129 0.0 0.0 0.0 0.000
S -2.04092 1.64389 -4.19140 0.1 0.1 -0.2 0.000
C -1.08955 2.87030 -3.36764 -0.1 0.0 -0.1 -0.009
C -0.01351 2.65808 -2.58616 0.1 -0.1 0.2 0.015
S 0.77687 1.14964 -2.18294 0.0 0.0 -0.2 0.031
S 0.78697 4.10375 -2.03024 0.2 0.0 0.0 0.002
C -0.29365 5.27569 -2.68835 0.0 0.0 -0.1 0.001
S -0.16579 6.89143 -2.40415 0.0 0.0 0.0 0.001
S -1.52596 4.54203 -3.64266 -0.1 0.1 0.0 0.000
H -1.27379 0.18073 -5.87698 0.0 0.0 0.0 0.000
H 0.06874 0.68957 -4.83442 0.0 0.0 0.0 -0.001
H -0.55893 1.79216 -6.10258 0.0 0.0 0.0 0.000
```
Forces are in eV/Å.

molar mass = 1078.28 g mol⁻¹
multiplicity = 2
maximum force = 0.0152 Eh/bohr
energy above the lowest of the compared OMol25 structures with the same formula, charge and spin = 0.0 kcal per mole
total charge = 0
expectation value of S² = 0.993

***

What is the maximum force in the second record?
0.0211 Eh/bohr

***

The lowest energy above the lowest of the compared OMol25 structures with the same formula, charge and spin belongs to which entry?
C58H45MnP3S5Si